Record 1
Entry from OMol25: an isolated molecule of C6H8O2 at a distorted geometry (ωB97M-V with the def2-TZVPD basis set).

Properties
LUMO energy	0.58	eV
max |F|	0.0726	Eh/bohr
highest occupied orbital energy	-0.29321	Ha
energy relative to the best compared isomer or geometry (same formula, charge and spin)	588.8	kJ/mol
spin multiplicity	1
HOMO-LUMO gap	8.554	eV

The geometry in XYZ format:
```
16
Properties=species:S:1:pos:R:3:forces:R:3
C -1.15699 -0.75681 0.08733 3.7 0.2 0.1
C -1.53112 1.43362 -0.76165 -0.6 -0.4 -0.6
C 0.19207 -0.79066 0.01559 -2.5 0.1 -0.1
C -1.38012 2.52049 0.26722 1.0 1.6 -2.2
C 2.43830 -1.87641 -0.40553 0.5 0.6 3.3
C 1.43585 -1.01066 0.33740 -0.3 -0.2 -1.2
O -2.01692 0.13317 -0.44253 -0.9 -0.1 0.2
O -1.75485 2.35379 1.47821 -0.8 0.0 1.7
H -1.48622 -1.55211 0.72686 -1.2 -0.1 -0.1
H -2.20523 1.83790 -1.56442 -0.6 0.2 1.3
H 3.05532 -2.28953 0.41023 -0.1 -0.2 -0.2
H 3.16850 -1.34324 -0.94330 0.5 0.9 -1.2
H 2.05263 -2.70524 -0.90760 -0.9 -1.0 -1.1
H -0.77981 1.33991 -1.57287 1.1 0.2 1.4
H 1.71363 -0.50859 1.23699 0.8 0.2 0.5
H -1.74502 3.21438 2.03806 0.4 -1.9 -1.8
```
Positions in Å, forces in eV/Å.

Charges in e, computed with natural (NBO), in the same order as the atoms:
1 C 0.061
2 C -0.277
3 C -0.069
4 C 0.214
5 C -0.632
6 C -0.227
7 O -0.508
8 O -0.636
9 H 0.208
10 H 0.258
11 H 0.210
12 H 0.220
13 H 0.220
14 H 0.240
15 H 0.208
16 H 0.511

Record 2
Entry from OMol25: a cluster of 2 separate species, C7H17NO in total at a distorted geometry (ωB97M-V with the def2-TZVPD basis set).

Properties
LUMO energy	0.89	eV
max |F|	0.1058	Eh/bohr
highest occupied orbital energy	-0.36404	Ha
energy relative to the best compared isomer or geometry (same formula, charge and spin)	209.9	kJ/mol
spin multiplicity	1
HOMO-LUMO gap	10.800	eV

The geometry in XYZ format:
```
26
Properties=species:S:1:pos:R:3:forces:R:3
C -0.26743 -2.93536 0.46296 -0.2 2.9 0.5
C -0.38718 -1.70653 -0.56862 1.7 0.1 0.3
C -1.53090 -2.85791 1.36329 -0.4 0.3 0.1
C 0.13927 -4.20598 -0.19572 -4.6 -0.4 -2.9
H 0.58867 -2.65096 1.15904 -1.0 -0.1 -0.9
H -1.35389 -1.27585 -0.97607 0.7 -1.0 1.0
H -2.44194 -3.38722 0.89845 1.4 0.7 0.8
H -1.19248 -3.29362 2.32080 -1.0 -0.1 -0.2
H -1.82812 -1.74921 1.58985 0.6 -2.0 -0.5
H 0.18110 -4.02081 -1.29324 0.3 -0.2 0.6
H 0.97273 -4.69635 0.06363 3.4 -1.2 1.4
H -0.63760 -5.01215 -0.13675 0.2 0.6 0.2
H 0.25023 -1.91593 -1.47373 -0.5 0.4 0.9
H 0.14053 -0.94700 0.06732 -0.7 0.1 -1.3
C -0.25832 2.97282 0.38418 -1.7 2.6 1.7
C -1.15529 1.75944 0.52666 -0.2 0.7 -1.8
C 0.95826 2.62754 -0.35646 3.4 -0.6 -1.5
O 1.84674 1.98763 0.20889 -1.0 0.7 -0.8
N 1.11981 3.00614 -1.73184 1.9 -2.8 4.3
H -0.80925 3.82841 0.00537 0.0 0.1 -0.9
H 0.00041 3.41525 1.40764 0.2 -1.1 -1.2
H -2.18349 1.88099 0.85778 0.3 0.3 0.5
H 1.98252 2.96678 -2.22835 0.6 -0.4 0.3
H 0.46806 3.52201 -2.13058 -3.7 2.9 -2.0
H -0.52598 1.15896 1.08326 0.4 -2.0 1.6
H -1.21450 1.30863 -0.46043 -0.2 -0.3 -0.2
```
Positions in Å, forces in eV/Å.

Charges in e, computed with natural (NBO), in the same order as the atoms:
1 C -0.216
2 C -0.628
3 C -0.605
4 C -0.613
5 H 0.190
6 H 0.209
7 H 0.207
8 H 0.207
9 H 0.209
10 H 0.207
11 H 0.212
12 H 0.201
13 H 0.200
14 H 0.219
15 C -0.503
16 C -0.597
17 C 0.673
18 O -0.603
19 N -0.825
20 H 0.207
21 H 0.235
22 H 0.220
23 H 0.400
24 H 0.366
25 H 0.223
26 H 0.204

Record 3
Entry from OMol25: a cluster of 2 separate species, C5H8O2 in total (ωB97M-V with the def2-TZVPD basis set).

Properties
LUMO energy	1.05	eV
max |F|	0.0069	Eh/bohr
highest occupied orbital energy	-0.30255	Ha
energy relative to the best compared isomer or geometry (same formula, charge and spin)	334.5	kJ/mol
spin multiplicity	1
HOMO-LUMO gap	9.286	eV

The geometry in XYZ format:
```
15
Properties=species:S:1:pos:R:3:forces:R:3
C -1.33361 0.08489 1.15399 0.0 0.1 0.1
C -1.47622 0.13352 -0.34277 -0.2 -0.1 0.0
O -0.59913 0.92848 -1.09082 0.0 0.0 0.0
C 0.65423 0.40316 -1.24503 0.2 -0.3 0.1
C 1.09431 -0.71103 -0.65966 0.0 0.3 -0.2
O 0.35859 -1.49650 0.18503 0.0 0.0 0.0
C -0.98200 -1.11463 0.31665 -0.2 -0.1 0.0
H -0.49110 0.63666 1.56415 -0.1 -0.1 -0.1
H -2.22393 0.06128 1.77607 0.1 0.0 -0.1
H -2.46714 0.13148 -0.78601 0.1 0.0 0.1
H 1.27982 1.00304 -1.89242 0.0 -0.1 0.1
H 3.08754 1.75754 0.89025 0.0 0.0 0.0
H 2.10033 -1.08227 -0.80314 -0.1 0.1 0.0
H 2.62721 1.25059 0.59848 0.0 0.1 0.0
H -1.62890 -1.98622 0.33523 0.1 0.2 0.0
```
Positions in Å, forces in eV/Å.

Charges in e, computed with natural (NBO), in the same order as the atoms:
1 C -0.473
2 C 0.059
3 O -0.479
4 C 0.021
5 C 0.017
6 O -0.479
7 C 0.059
8 H 0.238
9 H 0.225
10 H 0.204
11 H 0.205
12 H -0.008
13 H 0.205
14 H 0.000
15 H 0.204

Record 4
Entry from OMol25: a cluster of 5 separate species, C44H101N5O12S2 in total at a distorted geometry (ωB97M-V with the def2-TZVPD basis set).

Properties
LUMO energy	0.05	eV
max |F|	0.0394	Eh/bohr
highest occupied orbital energy	-0.30776	Ha
spin multiplicity	1
HOMO-LUMO gap	8.422	eV

The geometry in XYZ format:
```
164
Properties=species:S:1:pos:R:3:forces:R:3
C -2.27586 2.88611 -2.64301 0.2 0.3 0.0
C -1.54809 3.55269 -1.42997 -0.6 0.4 -0.6
C -0.11142 4.07565 -1.79766 -0.9 0.5 0.9
C 0.69343 4.33132 -0.48085 0.8 1.3 -1.1
N 1.63509 3.23474 -0.09069 -0.6 0.4 1.4
C 1.17718 1.89379 -0.50493 0.8 -1.6 0.3
C 2.20409 0.83232 0.07155 0.4 0.5 -0.7
C 2.35550 -0.39438 -0.89293 -0.7 0.4 1.4
C 1.18968 -1.39700 -0.58151 0.2 -0.2 -0.2
C 0.52166 -2.03415 -1.84239 1.0 0.4 0.1
C -0.58650 -1.13156 -2.50798 0.0 0.0 -0.5
O -0.91129 0.03368 -1.75401 -0.7 -0.9 -0.3
C -2.03819 -0.14963 -0.90287 -0.4 0.7 0.4
O 1.56316 -2.18781 -2.81269 -0.9 -0.7 0.4
C 1.23273 -3.17753 -3.78791 0.8 -0.1 -1.2
O 0.10337 -3.35816 -1.50960 -0.8 0.8 0.1
C -1.06120 -3.38005 -0.70512 -1.1 -1.5 0.7
C -1.24469 -4.85909 -0.16748 1.0 0.4 -1.1
O -1.02830 -4.97500 1.22800 -0.7 0.3 -0.3
C -2.09011 -4.40920 1.98051 -0.7 -0.4 0.9
C -3.41041 -5.26408 1.99720 -0.4 0.8 0.0
C 1.69979 3.31701 1.36091 -0.4 -0.4 1.6
S 0.54450 2.64645 2.38038 0.8 0.4 -1.0
S 3.05937 4.22386 2.15549 -0.9 -0.4 -0.7
C 2.74462 4.12613 3.98025 0.3 -0.3 0.5
C 4.04337 4.62689 4.73967 0.2 -0.5 -1.4
C 4.80019 3.39333 5.35387 -0.3 1.1 -0.4
H -1.83635 1.89464 -2.87570 -0.2 0.6 0.1
H -2.16431 3.56101 -3.52705 0.0 -0.6 0.5
H -3.37282 2.77431 -2.49362 0.7 0.0 0.1
H -2.14705 4.46260 -1.17049 0.5 -0.6 0.0
H -1.56830 2.93016 -0.50555 0.2 0.2 -0.8
H 0.41566 3.46354 -2.55295 -0.2 0.1 0.6
H -0.26476 5.07807 -2.26632 0.2 -0.7 0.2
H 0.03335 4.60671 0.37570 0.1 -0.4 -0.8
H 1.32615 5.23801 -0.66211 -0.4 -0.7 0.3
H 1.22665 1.74759 -1.60776 0.0 0.7 0.7
H 0.13254 1.66586 -0.21008 0.7 0.2 0.0
H 1.95245 0.55800 1.11666 0.1 -0.1 -0.7
H 3.19768 1.34505 0.12710 -0.7 -0.2 -0.1
H 2.35310 -0.00266 -1.92873 0.1 -0.5 0.5
H 3.31641 -0.90047 -0.66429 -0.5 0.3 -0.5
H 1.60778 -2.24571 0.01108 -0.3 0.5 -0.6
H 0.44313 -0.92130 0.09617 0.4 -0.2 -0.7
H -0.18649 -0.76485 -3.48190 0.0 -0.2 0.8
H -1.50493 -1.71283 -2.77059 0.6 0.3 0.4
H -2.50692 0.84545 -0.73322 0.4 -0.6 0.0
H -2.84012 -0.78056 -1.35992 0.7 0.2 0.3
H -1.70668 -0.54142 0.08545 -0.4 0.0 -0.5
H 1.85380 -2.94640 -4.68445 -0.4 -0.1 0.7
H 0.17565 -3.15490 -4.12827 0.5 0.0 0.5
H 1.53586 -4.19394 -3.46488 -0.4 0.6 -0.1
H -1.01814 -2.72552 0.19005 0.3 -0.1 -0.6
H -1.99744 -3.14738 -1.27005 0.8 0.2 0.1
H -0.43953 -5.45263 -0.65972 -0.6 0.3 0.4
H -2.20973 -5.28030 -0.52184 0.3 0.2 0.5
H -1.72529 -4.33923 3.03003 -0.1 0.0 -0.8
H -2.35755 -3.37484 1.66880 0.4 -0.5 -0.1
H -3.56646 -5.72892 2.99327 0.2 0.0 -0.8
H -4.26931 -4.56633 1.83659 0.5 -0.6 0.2
H -3.47699 -6.01711 1.18782 0.3 0.3 0.6
H 1.82421 4.66325 4.28104 0.5 -0.3 -0.5
H 2.62432 3.04774 4.21116 -0.3 0.7 -0.2
H 4.69621 5.05967 3.94087 -0.3 0.0 0.8
H 3.81874 5.42705 5.47254 0.1 -0.6 -0.4
H 5.86504 3.66261 5.47986 -0.6 -0.3 0.2
H 4.32920 3.16164 6.32936 0.4 -0.3 -0.6
H 4.71607 2.56622 4.61817 0.1 0.3 0.7
C -4.87821 2.74094 0.91785 0.0 -0.2 -0.2
O -4.61397 1.35367 1.05253 0.0 0.4 0.1
C -4.23568 0.98182 2.37640 0.0 -0.6 -0.1
C -5.30477 0.09783 3.00199 -0.1 0.4 -0.1
N -6.51724 0.85889 3.29101 0.1 -0.3 0.1
C -7.65854 0.02084 3.65629 -0.1 0.3 -0.2
C -8.20562 -0.92306 2.58166 -0.3 -0.1 0.3
O -8.80831 -0.25745 1.48274 0.3 -0.2 0.0
C -7.90807 0.13321 0.45766 -0.3 0.1 0.0
H -5.03769 2.94906 -0.14045 0.0 -0.1 0.0
H -5.78338 3.02323 1.46434 0.1 0.1 0.1
H -4.03138 3.33798 1.26766 0.0 0.0 0.0
H -4.01915 1.85285 3.00101 -0.1 0.1 -0.1
H -3.31275 0.40006 2.28955 0.0 0.0 0.0
H -4.91887 -0.32993 3.93216 0.0 0.0 0.0
H -5.50514 -0.72217 2.30186 0.2 -0.1 0.0
H -6.76734 1.40076 2.47405 0.0 0.0 0.0
H -8.46541 0.69916 3.94692 -0.1 -0.1 0.0
H -7.40106 -0.56067 4.54715 0.1 0.0 -0.1
H -9.00664 -1.50818 3.04401 0.0 0.0 0.0
H -7.46217 -1.65091 2.23889 0.1 0.1 -0.1
H -7.05806 -0.54727 0.36609 0.0 0.0 0.1
H -7.56032 1.15501 0.62749 0.2 0.0 -0.1
H -8.45368 0.13124 -0.48784 0.0 -0.1 0.1
C 10.59650 3.96937 10.50463 -0.2 -0.1 0.0
O 9.24837 4.12961 10.91368 0.4 0.2 0.0
C 8.96421 5.43224 11.41866 -0.6 -0.1 0.1
C 8.00824 6.16569 10.48865 0.4 -0.1 -0.2
N 8.66547 6.52049 9.23317 -0.3 0.0 0.1
C 7.74625 7.00339 8.20343 0.3 -0.2 -0.1
C 6.70941 6.01463 7.66210 -0.1 0.4 -0.3
O 7.26685 4.94211 6.91774 -0.1 0.0 0.4
C 7.67946 3.83109 7.69901 0.1 0.0 -0.4
H 10.74580 2.92003 10.25129 -0.1 0.0 0.0
H 10.81229 4.57221 9.61703 0.2 0.1 0.1
H 11.28576 4.23550 11.31056 0.1 0.0 0.0
H 9.87509 6.01220 11.59175 0.0 0.0 -0.2
H 8.47075 5.29482 12.38516 0.0 0.0 0.0
H 7.65680 7.07745 10.98061 0.0 0.0 0.0
H 7.14542 5.51126 10.31808 -0.1 0.0 0.2
H 9.14772 5.70664 8.87464 0.0 0.0 0.0
H 8.36387 7.33077 7.36261 -0.1 0.0 0.0
H 7.23003 7.89239 8.57905 0.0 -0.1 0.1
H 6.08052 6.56494 6.95471 0.0 0.0 0.0
H 6.03207 5.64158 8.43793 0.1 -0.1 0.1
H 7.06681 3.70206 8.59431 0.1 0.1 0.0
H 8.73277 3.92496 7.97163 0.0 -0.1 0.2
H 7.58333 2.93465 7.08330 -0.1 0.1 0.0
C -9.45393 1.27214 -5.05879 0.0 -0.3 0.0
O -8.78717 0.38275 -5.93903 0.0 0.4 0.2
C -7.68287 0.98080 -6.61399 0.2 -0.5 -0.3
C -6.37546 0.35217 -6.15346 -0.3 0.2 0.3
N -6.06611 0.73305 -4.77756 0.1 -0.1 -0.2
C -4.96238 -0.02521 -4.19026 -0.2 0.1 0.2
C -5.17297 -1.52858 -3.98370 0.4 0.1 0.2
O -6.15332 -1.84508 -3.00751 0.0 -0.1 -0.3
C -7.48590 -1.89164 -3.49476 0.0 0.0 0.4
H -10.34512 0.76745 -4.68640 0.0 0.0 -0.1
H -8.82008 1.52781 -4.20381 0.0 0.2 0.0
H -9.76049 2.18355 -5.57915 0.0 0.1 0.1
H -7.66738 2.06743 -6.49133 0.0 0.0 0.2
H -7.81286 0.76989 -7.67940 0.0 0.0 0.0
H -5.56565 0.68502 -6.80943 0.0 0.0 0.0
H -6.47707 -0.73465 -6.25508 0.0 0.0 -0.2
H -6.88933 0.59293 -4.20622 0.0 0.0 0.0
H -4.76386 0.42101 -3.21104 0.1 -0.1 0.0
H -4.06294 0.13140 -4.79448 0.0 0.0 -0.1
H -4.23225 -1.93398 -3.59535 0.0 0.0 0.0
H -5.36537 -2.06323 -4.92005 -0.2 0.1 0.0
H -7.53693 -2.21510 -4.53701 0.0 0.1 0.0
H -7.96636 -0.91767 -3.37601 -0.1 0.0 -0.2
H -8.04266 -2.60483 -2.88460 0.1 0.0 0.0
C 4.52804 -3.75976 -5.79651 -0.1 -0.2 0.2
O 3.41856 -4.64089 -5.72917 0.3 0.2 -0.3
C 2.73896 -4.78068 -6.97412 -0.4 -0.4 0.2
C 2.90382 -6.19413 -7.51409 0.4 0.2 0.1
N 4.27721 -6.43288 -7.94983 -0.3 -0.1 0.0
C 4.56498 -7.83578 -8.24721 0.2 0.2 0.1
C 4.50403 -8.83130 -7.08479 0.2 -0.3 -0.3
O 5.51641 -8.64196 -6.10861 -0.4 0.1 0.0
C 5.20133 -7.69597 -5.09901 0.4 -0.1 0.0
H 4.90594 -3.62161 -4.78366 -0.1 0.0 0.0
H 5.32992 -4.18387 -6.40856 0.0 0.2 -0.1
H 4.23238 -2.78512 -6.19503 0.1 0.0 0.0
H 3.06387 -4.03394 -7.70423 0.2 -0.1 0.0
H 1.67656 -4.60776 -6.77430 0.0 0.0 0.0
H 2.22764 -6.33605 -8.36243 0.0 0.0 0.0
H 2.60955 -6.88860 -6.71851 -0.2 0.0 0.0
H 4.90973 -6.12427 -7.22302 0.0 0.0 0.0
H 5.57791 -7.86602 -8.65784 0.0 -0.1 0.0
H 3.89319 -8.17353 -9.04265 -0.1 0.0 0.1
H 4.68538 -9.82561 -7.50455 0.0 0.0 0.0
H 3.51432 -8.87889 -6.61791 0.0 0.2 0.1
H 4.13101 -7.66054 -4.88232 0.0 0.1 -0.1
H 5.56354 -6.70358 -5.37715 -0.2 0.1 0.1
H 5.72740 -7.98984 -4.18931 0.0 -0.1 0.0
```
Positions in Å, forces in eV/Å.

These are the Mulliken partial charges, in e, on atoms 1 to 99:
1 C -1.066
2 C 0.213
3 C -1.068
4 C -0.646
5 N 0.012
6 C -0.217
7 C -1.346
8 C -0.904
9 C -0.706
10 C 1.433
11 C -1.268
12 O 0.320
13 C -0.322
14 O -0.556
15 C -0.398
16 O -0.414
17 C 0.525
18 C -0.556
19 O -0.458
20 C 0.182
21 C -1.008
22 C 0.080
23 S -0.274
24 S -0.145
25 C -0.630
26 C -0.528
27 C -0.729
28 H -0.009
29 H 0.511
30 H 0.237
31 H 0.493
32 H -0.026
33 H 0.357
34 H 0.536
35 H 0.335
36 H 0.362
37 H 0.374
38 H 0.139
39 H 0.409
40 H 0.457
41 H 0.395
42 H 0.400
43 H 0.606
44 H 0.008
45 H 0.177
46 H 0.432
47 H -0.178
48 H 0.240
49 H 0.021
50 H 0.078
51 H 0.271
52 H 0.181
53 H -0.002
54 H -0.143
55 H 0.301
56 H 0.212
57 H 0.385
58 H -0.070
59 H 0.297
60 H 0.217
61 H 0.318
62 H 0.435
63 H 0.411
64 H 0.307
65 H 0.281
66 H -0.022
67 H 0.273
68 H 0.402
69 C -0.969
70 O -0.057
71 C -0.921
72 C -0.119
73 N -0.319
74 C -0.670
75 C -0.435
76 O -0.467
77 C -0.328
78 H 0.207
79 H 0.413
80 H 0.357
81 H 0.412
82 H 0.299
83 H 0.405
84 H 0.089
85 H 0.108
86 H 0.368
87 H 0.393
88 H 0.368
89 H 0.291
90 H 0.249
91 H 0.139
92 H 0.196
93 C -0.728
94 O -0.341
95 C -0.799
96 C -0.196
97 N -0.319
98 C -0.947
99 C -0.277